This record from the Open Molecules 2025 dataset describes 5 unconnected molecules or ions with the total composition C34H37BrF8N5O16S at a distorted geometry. The level of theory is ωB97M-V with the def2-TZVPD basis set.

XYZ file:
```
102
Properties=species:S:1:pos:R:3:mulliken_charge:R:1
O -0.8790 -0.9932 2.5241 -0.479
C 0.1535 -1.2884 2.0284 0.505
Br 1.5854 -1.9926 3.0741 -0.091
C 0.4509 -1.1750 0.5386 -0.421
C -0.7939 -0.7232 -0.1220 -0.188
N -1.1015 0.5562 -0.2275 -0.413
C -2.2774 0.6383 -0.8105 0.870
N -2.9340 1.8449 -1.0617 0.001
C -4.1905 1.9810 -1.7657 -0.014
F -5.2016 1.4116 -1.0886 -0.292
F -4.5240 3.2861 -1.7977 -0.330
C -4.1542 1.5355 -3.2621 1.087
F -3.0152 0.8556 -3.4994 -0.205
F -5.2224 0.7788 -3.5432 -0.307
C -4.1807 2.6863 -4.3344 0.428
F -3.2139 3.5650 -4.1647 -0.193
F -5.3670 3.2432 -4.4359 -0.237
F -3.9324 2.0140 -5.4727 -0.233
S -2.2400 3.3167 -0.4682 1.092
O -1.1587 3.0279 0.3774 -0.428
O -2.0746 4.1652 -1.5791 -0.534
F -3.4109 3.7720 0.4104 -0.189
N -2.7338 -0.6093 -1.1113 0.674
C -3.9257 -1.2268 -1.6910 -1.516
C -3.6975 -1.9437 -3.0502 -0.226
C -4.2649 -3.3582 -3.0475 -0.463
C -5.7669 -3.4344 -2.6930 -1.015
N -6.0313 -4.6336 -1.9125 0.308
C -5.9500 -4.6812 -0.5484 -0.306
C -6.2433 -5.9693 -0.1638 -0.742
C -6.5200 -6.7091 -1.3305 -0.621
C -6.3906 -5.8526 -2.4015 -0.286
N -1.7727 -1.4573 -0.6548 0.112
C -1.7664 -2.9130 -0.6775 -1.261
O -1.3261 -3.4442 -1.8937 -0.221
C 0.0448 -3.3122 -2.0870 -0.143
C 0.9094 -4.3029 -1.6568 -0.270
C 2.2740 -4.1611 -1.8658 -0.608
C 2.7903 -3.0320 -2.4884 -0.700
C 1.9116 -2.0481 -2.9294 -1.040
C 0.5472 -2.1957 -2.7374 0.449
H 1.1996 -0.3911 0.4298 0.604
H 0.8218 -2.1421 0.2116 0.181
H -4.7683 -0.5633 -1.7896 0.519
H -4.2686 -1.9841 -0.9871 0.992
H -2.6452 -1.9503 -3.3215 0.070
H -4.2138 -1.3981 -3.8355 0.616
H -3.7283 -4.0119 -2.3636 0.058
H -4.1496 -3.7612 -4.0514 0.577
H -6.1077 -2.6043 -2.0758 0.410
H -6.3690 -3.4680 -3.5962 0.357
H -5.6770 -3.8436 0.0691 0.400
H -6.2501 -6.3370 0.8471 0.441
H -6.7775 -7.7475 -1.4384 0.431
H -6.5201 -6.0550 -3.4488 0.385
H -1.1266 -3.2706 0.1265 0.666
H -2.7498 -3.3393 -0.5006 0.108
H 0.5431 -5.1987 -1.1739 0.509
H 2.9474 -4.9410 -1.5415 0.430
H 3.8504 -2.9134 -2.6478 0.461
H 2.3089 -1.1702 -3.4164 0.478
H -0.1227 -1.4215 -3.0920 0.729
C 3.5463 2.1287 4.5889 0.007
C 2.2509 2.8202 4.2206 -0.311
O 2.0572 2.3987 2.8599 -0.317
C 2.7297 1.2463 2.6833 0.593
O 2.6310 0.5493 1.7169 -0.585
O 3.5184 0.9723 3.7334 -0.290
H 3.5950 1.8389 5.6329 0.157
H 4.4263 2.7252 4.3399 0.149
H 1.4078 2.4725 4.8186 0.297
H 2.3062 3.9034 4.2803 0.287
C 5.4740 5.4853 7.4465 -0.297
C 4.2344 5.5757 8.3129 -0.387
O 3.6282 4.2904 8.1095 -0.336
C 4.5981 3.4280 7.7309 0.622
O 4.4518 2.2479 7.6439 -0.598
O 5.7448 4.0764 7.4582 -0.192
H 6.3211 6.0378 7.8397 0.303
H 5.2945 5.7994 6.4173 0.259
H 4.4696 5.6873 9.3719 0.286
H 3.5553 6.3689 8.0129 0.305
C 8.4271 2.2802 4.8917 -0.110
C 9.3506 2.9808 3.9162 -0.342
O 9.0522 4.3591 4.1570 -0.335
C 8.5478 4.4704 5.4084 0.668
O 8.3586 5.5035 5.9647 -0.518
O 8.2904 3.2515 5.9330 -0.274
H 8.8396 1.3560 5.2863 0.308
H 7.4412 2.0790 4.4676 0.059
H 10.4042 2.8050 4.1381 0.256
H 9.1573 2.7243 2.8782 0.314
C 0.3561 0.4380 -6.5370 -0.420
C -1.0731 0.6984 -6.1075 0.165
O -1.6968 -0.5697 -6.3165 -0.317
C -0.7339 -1.5270 -6.2745 0.650
O -0.9479 -2.6918 -6.2316 -0.522
O 0.4973 -0.9619 -6.2656 -0.327
H 1.0879 1.0102 -5.9731 0.313
H 0.5116 0.6127 -7.6022 0.278
H -1.1469 0.9471 -5.0471 -0.183
H -1.5662 1.4729 -6.6879 0.408
```

As for the charge: +1. The total energy comes out at -178678.7352 eV. The value obtained for the HOMO energy is -10.3 eV. For the gap between HOMO and LUMO, the calculation gives 7.26 eV. The value obtained for the lowest unoccupied orbital energy is -0.1113 Eh. For the molar mass, the calculation gives 1035.6 g/mol.